(1)
A cluster of 2 separate species, C2H2ClNO2 in total, computed with ωB97M-V/def2-TZVPD.

Values from the calculation:
Gap between HOMO and LUMO (spin up / spin down), eV: 8.957 / 8.948
Highest occupied orbital energy (spin up / spin down), eV: -9.75 / -9.74
ΔE to the lowest compared entry with this formula, charge and spin, kcal per mole: 140.6

CARTESIAN COORDINATES (ANGSTROEM)
C1 1.7056 1.3474 0.2483
C2 -1.3279 -0.5444 -0.0162
N1 2.0159 1.5068 -0.8503
O1 -0.2935 -1.2925 0.0037
O2 0.3162 -1.7225 -1.1317
Cl1 1.2155 1.2339 1.7922
H1 -1.7179 -0.2672 -0.9488
H2 -1.9138 -0.2614 0.9029


(2)
A cluster of 7 separate species, C36H84O22P4S3 in total, computed with ωB97M-V/def2-TZVPD.

Values from the calculation:
Gap between HOMO and LUMO, eV: 10.013
Highest occupied orbital energy, eV: -9.89
SMILES: CCOP(=O)(OCC)OCC.CCOP(=O)(OCC)OCC.CCOP(=O)(OCC)OCC.CCOP(=O)(OCC)OCC.O=S1(=O)CCCC1.O=S1(=O)CCCC1.O=S1(=O)CCCC1
ΔE to the lowest compared entry with this formula, charge and spin, kcal per mole: 8.4

CARTESIAN COORDINATES (ANGSTROEM)
C1 -0.1603 3.7333 -3.9134
C2 0.6594 2.8681 -2.9418
C3 0.8214 1.4531 -3.5375
S1 0.3435 1.5150 -5.2725
O1 -0.8909 0.8111 -5.4544
O2 1.5188 1.2021 -6.0395
C4 -0.0067 3.2891 -5.3683
H1 0.0228 4.8010 -3.7983
H2 -1.2022 3.6422 -3.5867
H3 0.1406 2.7820 -1.9920
H4 1.6819 3.2204 -2.8117
H5 0.3141 0.6933 -2.9472
H6 1.8659 1.1504 -3.5803
H7 -0.8960 3.2910 -5.9913
H8 0.8270 3.8696 -5.7549
C5 -0.9307 -1.6390 -0.2112
C6 0.1908 -0.7043 0.3172
C7 -0.4494 0.1263 1.3944
S2 -2.1053 0.5775 0.8288
O3 -2.0308 1.7545 0.0148
O4 -2.9623 0.5830 1.9906
C8 -2.2907 -0.9479 -0.1264
H9 -1.0547 -2.4840 0.4767
H10 -0.7673 -1.9977 -1.2224
H11 0.4414 -0.1168 -0.5708
H12 1.0460 -1.3255 0.5661
H13 0.0422 1.0540 1.6791
H14 -0.6449 -0.4690 2.2896
H15 -2.5721 -0.5805 -1.1186
H16 -3.1397 -1.5066 0.2544
C9 -1.7811 5.6049 3.9530
C10 -1.8570 4.0672 3.7853
C11 -0.6790 3.6312 2.8763
S3 0.1985 5.1007 2.3446
O5 -0.4068 5.6370 1.1528
O6 1.6130 4.8768 2.4475
C12 -0.4098 6.1508 3.7073
H17 -2.1456 5.8795 4.9510
H18 -2.5626 6.0639 3.3459
H19 -2.7996 3.8878 3.2762
H20 -1.7977 3.5095 4.7138
H21 -1.0332 2.9758 2.0919
H22 0.0455 3.1203 3.5118
H23 -0.2678 7.1554 3.3128
H24 0.3181 6.0580 4.5158
C13 -3.2411 -5.4315 -0.0900
C14 -2.5187 -6.5263 -0.8115
O7 -2.8612 -6.5186 -2.1979
P1 -3.3005 -7.8008 -2.9993
O8 -3.6180 -7.5011 -4.3757
O9 -2.1511 -8.8755 -2.7765
C15 -0.9762 -8.7224 -3.5712
C16 -1.0098 -9.5533 -4.8359
O10 -4.4474 -8.3698 -2.0740
C17 -5.1268 -9.5627 -2.4870
C18 -4.5494 -10.8191 -1.8428
H25 -4.2788 -5.2938 -0.3936
H26 -3.1722 -5.5015 0.9979
H27 -2.8218 -4.4287 -0.2570
H28 -1.4331 -6.4211 -0.7304
H29 -2.7179 -7.4928 -0.3414
H30 -0.8259 -7.6693 -3.8591
H31 -0.0673 -8.8596 -2.9795
H32 -0.0708 -9.4921 -5.3797
H33 -1.2236 -10.5871 -4.5525
H34 -1.8292 -9.2041 -5.4629
H35 -6.1723 -9.4453 -2.2078
H36 -5.1145 -9.6905 -3.5737
H37 -3.5353 -11.0271 -2.1696
H38 -4.5588 -10.6422 -0.7629
H39 -5.2113 -11.6662 -2.0177
C19 3.1576 -0.5439 2.9822
C20 2.8941 0.8853 2.4979
O11 4.1720 1.4300 2.1816
P2 4.3884 1.6688 0.5990
O12 3.5982 0.7129 -0.1811
O13 5.9483 1.5774 0.4344
C21 6.5197 0.2849 0.1630
C22 6.9107 0.0592 -1.2681
O14 4.0435 3.1845 0.4199
C23 5.0057 4.2307 0.7355
C24 4.3258 5.5473 0.4588
H40 2.2389 -1.0534 3.2807
H41 3.5340 -1.0623 2.0950
H42 3.9417 -0.5217 3.7337
H43 2.2123 0.7934 1.6580
H44 2.3865 1.4639 3.2738
H45 7.3891 0.1665 0.8156
H46 5.8746 -0.5172 0.5307
H47 7.7574 0.6513 -1.6048
H48 7.1610 -1.0011 -1.3739
H49 6.0555 0.1532 -1.9423
H50 5.2779 4.1600 1.7923
H51 5.8925 4.0302 0.1393
H52 5.0465 6.3444 0.6521
H53 4.0721 5.5918 -0.6035
H54 3.4052 5.6798 1.0182
C25 6.2645 -2.1693 7.0635
C26 5.2305 -2.3114 5.9764
O15 5.8619 -2.1917 4.6860
P3 5.9113 -3.4152 3.6855
O16 6.7527 -3.1442 2.5280
O17 4.3541 -3.6883 3.4918
C27 3.8075 -4.2578 2.2787
C28 2.3180 -4.3857 2.4645
O18 6.4125 -4.5966 4.6422
C29 6.0912 -5.9465 4.2966
C30 6.7380 -6.4257 3.0050
H55 5.8986 -2.5020 8.0356
H56 7.0919 -2.8455 6.8276
H57 6.6881 -1.1719 7.1593
H58 4.6678 -3.2436 6.0484
H59 4.4549 -1.5428 6.0214
H60 4.1045 -3.6200 1.4423
H61 4.2967 -5.2094 2.0651
H62 1.9206 -5.3494 2.1399
H63 2.1574 -4.4357 3.5464
H64 1.7004 -3.5873 2.0633
H65 6.4863 -6.5366 5.1219
H66 5.0167 -6.1550 4.2543
H67 7.7916 -6.1250 3.0278
H68 6.7629 -7.5146 3.0220
H69 6.3547 -5.9720 2.0948
C31 -4.7911 3.9886 0.0542
C32 -4.5316 5.2557 -0.7359
O19 -5.7573 5.6375 -1.4083
P4 -5.6964 6.3204 -2.8136
O20 -4.4497 6.1801 -3.5619
O21 -6.9986 5.7127 -3.4492
C33 -7.4620 6.2153 -4.7179
C34 -8.7018 7.0777 -4.4683
O22 -6.1357 7.8338 -2.5605
C35 -5.0597 8.7542 -2.2715
C36 -5.6752 9.9073 -1.5127
H70 -5.6829 4.1109 0.6681
H71 -4.9154 3.2661 -0.7501
H72 -3.9669 3.7462 0.7199
H73 -4.1940 6.1335 -0.1793
H74 -3.7585 5.0629 -1.4825
H75 -6.6826 6.8464 -5.1493
H76 -7.6644 5.3809 -5.3831
H77 -9.4062 6.4930 -3.8754
H78 -8.3554 7.9621 -3.9424
H79 -9.2198 7.2715 -5.4069
H80 -4.1622 8.2766 -1.8875
H81 -4.7541 9.1963 -3.2276
H82 -4.9828 10.5239 -0.9477
H83 -6.3157 10.5129 -2.1559
H84 -6.4383 9.4989 -0.8375


(3)
A cluster of 10 separate species, C32H78BF4N2O6P in total, computed with ωB97M-V/def2-TZVPD.

Values from the calculation:
Gap between HOMO and LUMO, eV: 8.139
Highest occupied orbital energy, eV: -8.75
ΔE to the lowest compared entry with this formula, charge and spin, kcal per mole: 0.0

CARTESIAN COORDINATES (ANGSTROEM)
C1 5.1819 -4.7671 -2.5382
C2 4.1324 -4.0955 -1.5683
C3 2.7553 -3.7007 -2.2091
C4 2.7294 -3.0789 -3.5503
P1 1.1832 -2.4964 -4.2039
C5 0.3240 -3.9729 -4.9151
C6 -0.9862 -3.5689 -5.6363
C7 -1.6996 -4.8009 -6.1456
C8 -2.0274 -5.8135 -5.0943
C9 0.1117 -1.6291 -2.9193
C10 0.7793 -0.3765 -2.3943
C11 -0.0577 0.2424 -1.2629
C12 -1.3477 0.8109 -1.9528
C13 1.4400 -1.4044 -5.6036
C14 2.4728 -1.9769 -6.5929
C15 2.7402 -0.9513 -7.7649
C16 3.5164 0.2560 -7.2561
H1 4.7692 -5.7855 -2.8344
H2 6.0233 -5.0312 -1.7862
H3 5.3759 -4.0194 -3.4031
H4 4.5205 -3.2818 -1.0859
H5 4.0213 -4.6063 -0.5373
H6 2.2799 -3.1100 -1.4753
H7 2.2640 -4.6595 -2.4507
H8 3.3660 -3.4931 -4.4567
H9 2.9904 -2.1088 -3.3262
H10 0.1260 -4.6449 -4.0153
H11 0.9842 -4.5319 -5.5293
H12 -0.6958 -2.7603 -6.4952
H13 -1.6550 -2.7654 -5.0693
H14 -1.0887 -5.0846 -6.9071
H15 -2.6098 -4.2667 -6.5185
H16 -2.7880 -6.5069 -5.5497
H17 -2.5133 -5.4696 -4.2626
H18 -0.9377 -6.1270 -4.8121
H19 0.1512 -2.1848 -2.1258
H20 -0.9147 -1.5354 -3.4683
H21 0.8992 0.2287 -3.3728
H22 1.8070 -0.4819 -2.0571
H23 0.7066 1.1050 -0.9747
H24 -0.2670 -0.5214 -0.4842
H25 -2.0290 -0.0069 -2.1729
H26 -1.3658 1.3425 -2.8562
H27 -1.7646 1.5105 -1.3484
H28 1.8807 -0.5876 -5.0733
H29 0.4538 -1.1352 -6.0615
H30 1.9531 -2.9407 -7.0003
H31 3.4638 -2.3643 -6.2667
H32 2.0052 -0.7098 -8.3658
H33 3.1082 -1.2239 -8.6689
H34 3.1487 0.8310 -6.4841
H35 3.7255 0.9146 -8.0766
H36 4.2074 -0.0912 -6.7367
B1 -1.1118 1.3725 2.5938
F1 -2.5634 1.3659 2.3864
F2 -0.8596 2.2839 3.5122
F3 -0.6441 0.1438 2.9150
F4 -0.4723 1.8205 1.4118
C17 1.3195 1.8589 6.3735
C18 0.8144 2.9548 7.3988
N1 0.3821 3.7542 8.0712
H37 1.1781 0.9128 6.9972
H38 0.6831 1.9094 5.4047
H39 2.2395 1.9528 6.1347
C19 -2.0371 5.1380 5.0365
C20 -1.5836 6.3848 4.3756
N2 -1.1982 7.3283 3.7358
H40 -2.1778 4.2348 4.3208
H41 -1.1075 4.8313 5.8070
H42 -2.9489 5.3007 5.6643
C21 4.1586 -0.7629 1.4772
C22 2.7920 -0.3838 1.9866
O1 2.4506 0.9654 1.5787
H43 4.3816 -0.7096 0.3268
H44 4.2324 -1.8488 1.8205
H45 5.0375 -0.1481 1.9791
H46 2.5630 -0.5704 3.0906
H47 2.2019 -1.0089 1.3598
H48 1.5008 1.0888 1.8378
C23 -0.6301 6.4026 0.3268
C24 -0.2318 5.2095 1.1749
O2 0.2473 4.0999 0.3656
H49 -1.5084 6.2501 -0.4803
H50 0.2689 6.7179 -0.2750
H51 -0.8894 7.2140 1.0575
H52 -1.2557 4.8838 1.3215
H53 0.6465 5.5266 1.7449
H54 -0.0220 3.2271 0.7615
C25 3.0145 4.9089 4.7238
C26 2.4078 3.9770 3.6736
O3 3.3543 2.9598 3.4997
H55 3.8119 5.4164 4.0385
H56 3.3015 4.4572 5.6767
H57 2.3154 5.8554 4.8519
H58 2.3489 4.3905 2.7873
H59 1.5466 3.5523 4.0524
H60 2.9455 2.3429 2.8864
C27 -6.0859 2.8592 3.2450
C28 -5.7999 1.3920 3.5488
O4 -7.0232 0.6980 3.5353
H61 -6.5247 2.9542 2.0806
H62 -5.0506 3.2226 3.1581
H63 -6.5203 3.3994 4.0214
H64 -5.1172 1.3875 4.4730
H65 -5.2108 0.9398 2.8656
H66 -7.3486 0.6734 2.5466
C29 -2.9650 -1.8527 6.4490
C30 -2.3907 -1.4131 5.0982
O5 -0.9545 -1.6066 5.2163
H67 -2.7110 -1.2992 7.3152
H68 -2.7697 -2.8084 6.6302
H69 -3.9735 -1.7933 6.6222
H70 -2.5533 -0.2404 4.8773
H71 -2.6860 -1.8464 4.2181
H72 -0.6487 -0.9206 4.5554
C31 -3.9490 -2.3876 -0.2319
C32 -3.1013 -1.3533 0.5874
O6 -3.6383 -0.0843 0.4944
H73 -3.9301 -2.2594 -1.2105
H74 -4.8828 -2.3736 0.2718
H75 -3.2550 -3.3794 0.1494
H76 -2.1102 -1.1290 0.3343
H77 -3.1816 -1.6118 1.7955
H78 -3.3699 0.6994 1.2866